No. 1
Density functional theory data (the ωB97M-V functional and the def2-TZVPD basis) for C38H29LaN4O2 as an isolated structure.

The spin multiplicity is 1. As for the charge: +2. The calculation puts the energy above the lowest of the compared OMol25 structures with the same formula, charge and spin at 0.0 kcal per mole. The total energy is -50781.100 eV.

Positions of all 74 atoms, in Å:
La -0.48 0.08 -0.11
C -1.69 -4.38 1.88
O -1.68 -3.43 2.95
C -1.30 -2.27 2.44
N -0.95 -2.25 1.20
C -1.06 -3.61 0.68
C -1.86 -3.74 -0.59
C -1.73 -4.91 -1.32
C -2.48 -5.11 -2.47
C -3.35 -4.13 -2.91
C -3.48 -2.95 -2.19
C -2.74 -2.75 -1.03
C -1.36 -1.07 3.29
C -1.47 -1.12 4.68
C -1.59 0.07 5.37
C -1.64 1.27 4.67
C -1.50 1.23 3.28
N -1.34 0.08 2.61
C -1.59 2.41 2.42
N -1.56 2.30 1.13
C -1.81 3.63 0.57
C -1.85 4.53 1.83
O -1.76 3.61 2.93
C -0.79 3.92 -0.51
C 0.12 4.97 -0.47
C 1.05 5.14 -1.49
C 1.08 4.26 -2.56
C 0.15 3.23 -2.63
C -0.78 3.06 -1.61
H -2.73 -4.66 1.68
H -1.13 -5.26 2.18
H -0.05 -3.98 0.48
H -1.05 -5.68 -0.98
H -2.38 -6.03 -3.02
H -3.95 -4.28 -3.79
H -4.18 -2.19 -2.52
H -2.91 -1.84 -0.44
H -1.47 -2.08 5.18
H -1.66 0.06 6.45
H -1.79 2.21 5.17
H -2.80 3.61 0.10
H -2.79 5.08 1.92
H -1.03 5.25 1.92
H 0.10 5.68 0.33
H 1.73 5.97 -1.44
H 1.79 4.39 -3.35
H 0.11 2.59 -3.50
H -1.58 2.33 -1.75
C -0.17 -0.27 -4.86
C 1.19 -0.17 -5.09
C 2.07 -0.07 -4.03
C 1.60 -0.07 -2.71
C 0.20 -0.14 -2.45
C -0.65 -0.24 -3.55
C 2.54 -0.03 -1.56
C 3.94 -0.10 -1.75
C 4.79 -0.14 -0.68
C 4.27 -0.10 0.63
C 5.08 -0.17 1.79
C 4.52 -0.15 3.03
C 3.12 -0.05 3.17
C 2.31 0.02 2.07
C 2.86 -0.01 0.76
N 2.04 0.03 -0.32
H -0.86 -0.35 -5.68
H 1.57 -0.17 -6.10
H 3.12 0.01 -4.26
H -1.73 -0.30 -3.40
H 4.35 -0.15 -2.74
H 5.85 -0.20 -0.82
H 6.15 -0.25 1.66
H 5.14 -0.22 3.92
H 2.70 -0.04 4.16
H 1.23 0.10 2.19

For reference, the Löwdin charges in units of e are: 2.0734, -0.0299, 0.0693, -0.3128, 0.0202, -0.2409, -0.2034, -0.0214, -0.0431, -0.0553, -0.0711, -0.0717, -0.1716, 0.0585, 0.0164, 0.0598, -0.1690, 0.0635, -0.3174, 0.0342, -0.2270, -0.0310, 0.0711, -0.1880, -0.0166, -0.0413, -0.0482, -0.0601, -0.1038, 0.1486, 0.1446, 0.1593, 0.1249, 0.1181, 0.1160, 0.1115, 0.0860, 0.1371, 0.1322, 0.1359, 0.1622, 0.1454, 0.1256, 0.1066, 0.1186, 0.1159, 0.1079, 0.0994, -0.0671, -0.0561, -0.0233, -0.2247, -0.3224, -0.1578, -0.2041, 0.0262, 0.0412, -0.1393, 0.0006, -0.0479, -0.0533, -0.0416, -0.2187, -0.0273, 0.1114, 0.1160, 0.1038, 0.0849, 0.1104, 0.1334, 0.1270, 0.1185, 0.1133, 0.0588

---

No. 2
Density functional theory data (the ωB97M-V functional and the def2-TZVPD basis) for C38H30ClIN2O7SiTi as an isolated structure.

The spin multiplicity is 3. As for the charge: -2. As for the expectation value of S²: 2.026. The calculation puts the energy above the lowest of the compared OMol25 structures with the same formula, charge and spin at 2.3 kcal per mole. The total energy is -108826.329 eV.

Positions of all 81 atoms, in Å:
Ti -0.36 0.21 -0.13
Cl -2.72 -4.50 -5.45
C -2.34 -3.21 -4.34
C -2.84 -3.27 -3.06
C -2.56 -2.25 -2.13
I -3.31 -2.42 -0.21
C -1.79 -1.14 -2.48
O -1.53 -0.18 -1.66
C -1.26 -1.10 -3.82
N -0.47 -0.04 -4.13
C 0.07 0.00 -5.32
C -0.12 -0.98 -6.31
C -0.93 -2.05 -6.03
C -1.53 -2.14 -4.75
H -3.45 -4.11 -2.76
H 0.70 0.86 -5.53
H 0.37 -0.88 -7.27
H -1.11 -2.83 -6.75
O 0.55 2.05 0.19
C 1.01 1.64 1.31
O 0.77 0.44 1.64
C 1.78 2.55 2.20
C 1.82 3.91 1.90
C 2.50 4.76 2.76
C 3.13 4.28 3.89
C 3.09 2.90 4.19
C 2.40 2.03 3.33
N 3.72 2.41 5.32
O 3.66 1.17 5.59
O 4.33 3.24 6.09
H 1.31 4.29 1.02
H 2.53 5.83 2.56
H 3.66 4.93 4.58
H 2.35 0.98 3.56
C 5.26 -5.79 -0.95
C 4.19 -4.73 -0.88
C 3.74 -4.25 0.34
C 2.76 -3.27 0.43
C 2.30 -2.78 1.78
C 2.24 -2.75 -0.75
C 2.67 -3.21 -2.00
C 2.09 -2.66 -3.27
C 3.64 -4.20 -2.04
C 1.22 -1.66 -0.66
O 1.45 -0.54 -1.19
O 0.15 -1.86 -0.01
H 5.40 -6.27 0.01
H 6.22 -5.35 -1.24
H 5.02 -6.55 -1.69
H 4.17 -4.65 1.26
H 3.00 -3.09 2.55
H 1.31 -3.18 2.01
H 2.20 -1.69 1.81
H 1.00 -2.65 -3.24
H 2.41 -3.26 -4.13
H 2.40 -1.62 -3.43
H 3.96 -4.58 -3.01
C -1.17 4.66 4.08
C -1.98 4.86 2.96
C -2.38 3.77 2.19
C -2.00 2.47 2.51
C -1.20 2.30 3.65
C -0.79 3.37 4.42
Si -2.40 0.97 1.40
C -4.06 1.47 0.58
C -5.21 1.67 1.35
C -6.42 2.05 0.77
C -6.50 2.23 -0.61
C -5.37 2.03 -1.39
C -4.17 1.65 -0.80
H -0.83 5.51 4.67
H -2.27 5.86 2.68
H -3.00 3.95 1.32
H -0.86 1.30 3.92
H -0.13 3.21 5.27
H -2.87 -0.03 2.44
H -5.16 1.54 2.42
H -7.29 2.20 1.39
H -7.44 2.52 -1.06
H -5.42 2.17 -2.46
H -3.30 1.49 -1.43

For reference, the Löwdin charges in units of e are: 1.0104, 0.6389, -0.6176, -0.1858, -0.6239, 1.0060, -0.4003, -0.2484, -0.1510, 0.1514, -0.1487, -0.0684, -0.0487, -0.1928, 0.0827, 0.1027, 0.0928, 0.0795, -0.0946, -0.5765, -0.1051, -0.1560, -0.0488, -0.1069, -0.0291, -0.1909, 0.0521, -0.4324, -0.1296, -0.1483, 0.1050, 0.0887, 0.0900, 0.1144, -0.0660, -0.2784, -0.0133, -0.1832, -0.0156, -0.0486, -0.1911, -0.0251, -0.0215, -0.5860, -0.0133, -0.0960, 0.0678, 0.0758, 0.0707, 0.1106, 0.0782, 0.0925, 0.0788, 0.0789, 0.0741, 0.0875, 0.1094, -0.1138, -0.1124, -0.1103, -0.3335, -0.1218, -0.0943, 0.6531, -0.3572, -0.1208, -0.1153, -0.1257, -0.1057, -0.1137, 0.0908, 0.0866, 0.0934, 0.1033, 0.1044, -0.0448, 0.0961, 0.0870, 0.0844, 0.0909, 0.0823